14
Properties=species:S:1:pos:R:3:nbo_charge:R:1 method="wB97M-V/def2-TZVPD" homo_lumo_gap_ev=8.96 spin_multiplicity=1 total_charge=0 lumo_ev=0.10 smiles="C/C(=C/O)C(=O)OO" e_tot_ev=-12430.6986
C 1.400 -0.702 0.972 -0.61
C 0.425 -0.258 -0.069 -0.29
C -0.692 -0.968 -0.455 0.31
O -1.106 -1.089 -1.730 -0.63
C 0.435 1.085 -0.560 0.74
O 1.342 1.877 -0.711 -0.53
O -0.950 1.483 -0.791 -0.32
O -1.560 1.735 0.510 -0.44
H 1.041 -1.575 1.527 0.22
H 2.363 -0.960 0.522 0.23
H 1.573 0.088 1.705 0.22
H -1.153 -1.707 0.200 0.16
H -1.905 -1.643 -1.768 0.49
H -1.213 2.635 0.649 0.47



15
Properties=species:S:1:pos:R:3:nbo_charge:R:1 method="wB97M-V/def2-TZVPD" homo_lumo_gap_ev=9.71 spin_multiplicity=1 total_charge=0 lumo_ev=0.42 smiles="O=C=C1[C@@H](O)[C@@H]1O.O=[SiH2]" e_tot_ev=-20308.7393
O -1.488 2.718 -0.455 -0.45
C -0.674 1.918 -0.348 0.75
C 0.146 0.957 -0.187 -0.52
C 1.494 0.521 -0.825 0.13
O 2.637 1.236 -0.681 -0.67
C 0.908 -0.250 0.321 0.10
O 0.249 -1.452 0.097 -0.71
H 1.395 0.328 -1.933 0.22
H 2.948 1.295 0.157 0.47
H 1.245 -0.222 1.341 0.22
H 0.139 -1.614 -0.905 0.52
O -2.677 -1.411 -0.554 -1.20
Si -2.178 -1.450 0.833 1.66
H -1.966 -0.110 1.314 -0.27
H -2.178 -2.463 1.826 -0.25



15
Properties=species:S:1:pos:R:3:nbo_charge:R:1 method="wB97M-V/def2-TZVPD" homo_lumo_gap_ev=9.93 spin_multiplicity=1 total_charge=0 lumo_ev=-0.50 e_tot_ev=-20313.0493
C -2.084 0.113 -0.532 0.71
C -1.496 0.047 -2.002 0.79
C 1.146 1.608 0.767 -1.11
C 0.985 -1.743 0.812 -1.10
O -3.282 0.085 -0.503 -0.52
O -1.610 -0.030 -3.110 -0.35
O -1.254 0.221 0.373 -0.70
O 0.431 0.023 -1.590 -1.16
Si 0.563 -0.043 0.006 2.01
H 2.097 1.637 1.048 0.23
H 0.896 2.392 0.182 0.24
H 0.663 1.880 1.665 0.25
H 1.963 -1.803 0.888 0.22
H 0.486 -1.789 1.868 0.25
H 0.495 -2.599 0.128 0.26



15
Properties=species:S:1:pos:R:3:nbo_charge:R:1 method="wB97M-V/def2-TZVPD" homo_lumo_gap_ev="8.24 / 8.24" spin_multiplicity=1 total_charge=0 lumo_ev="0.06 / 0.06" smiles="O=C=C(O)O.CC(=O)O" e_tot_ev=-14480.5277
O -2.115 -0.796 -1.110 -0.43
C -1.517 -1.052 -0.140 0.55
C -0.376 -1.393 0.543 0.27
O -0.298 -1.159 1.887 -0.71
O 0.181 -2.603 0.197 -0.67
H -0.134 -0.185 1.985 0.51
H 0.356 -3.088 1.015 0.49
C 1.124 0.897 -1.176 -0.73
C 0.247 1.217 -0.005 0.81
O 0.536 1.171 1.189 -0.66
O -0.778 2.063 -0.377 -0.69
H 1.401 1.819 -1.681 0.25
H 0.542 0.303 -1.883 0.25
H 1.992 0.328 -0.854 0.24
H -1.163 2.478 0.410 0.50



12
Properties=species:S:1:pos:R:3:nbo_charge:R:1 method="wB97M-V/def2-TZVPD" homo_lumo_gap_ev=8.47 spin_multiplicity=1 total_charge=0 lumo_ev=-0.48 smiles="C=COCC=S" e_tot_ev=-17125.8299
C 1.924 -1.257 -0.490 -0.49
C 0.688 -1.023 -0.043 0.13
O -0.247 -0.392 -0.839 -0.52
C -1.271 0.317 -0.140 -0.15
C -0.876 1.639 0.433 -0.26
S -1.631 2.425 1.638 0.06
H 2.171 -1.098 -1.535 0.22
H 2.709 -1.617 0.195 0.22
H 0.262 -1.250 0.939 0.17
H -2.097 0.541 -0.820 0.23
H -1.633 -0.305 0.687 0.20
H 0.003 2.020 -0.023 0.20



12
Properties=species:S:1:pos:R:3:nbo_charge:R:1 method="wB97M-V/def2-TZVPD" homo_lumo_gap_ev=8.83 spin_multiplicity=1 total_charge=0 lumo_ev=0.02 e_tot_ev=-17123.3822
C -2.129 -0.692 -0.180 -0.35
C -1.082 -0.317 0.552 -0.21
C -0.039 0.384 -0.182 -0.12
C 2.403 0.272 -0.179 0.01
H -2.907 -1.196 0.377 0.21
H -1.878 -1.065 -1.397 0.20
H -1.358 0.068 1.684 0.21
H -0.479 0.662 -1.120 0.20
H 0.143 1.254 0.303 0.19
H 2.362 1.609 0.258 0.17
O 1.221 -0.399 -0.203 -0.50
S 3.745 -0.579 0.089 0.00



12
Properties=species:S:1:pos:R:3:nbo_charge:R:1 method="wB97M-V/def2-TZVPD" homo_lumo_gap_ev=9.75 spin_multiplicity=1 total_charge=0 lumo_ev=0.69 smiles=C1SC[C@H]2O[C@H]12 e_tot_ev=-17123.6923
C -0.550 -1.073 0.675 -0.50
S -1.751 0.166 -0.212 0.17
C -0.365 1.142 -0.839 -0.55
C 0.749 0.166 -0.644 0.04
O 1.968 -0.182 0.131 -0.43
C 0.671 -0.212 0.756 0.01
H -0.960 -1.418 1.651 0.22
H -0.298 -1.996 0.124 0.22
H -0.297 2.020 -0.173 0.22
H -0.509 1.597 -1.760 0.23
H 0.636 -0.742 -1.248 0.18
H 0.706 0.531 1.538 0.19



12
Properties=species:S:1:pos:R:3:nbo_charge:R:1 method="wB97M-V/def2-TZVPD" homo_lumo_gap_ev=9.77 spin_multiplicity=1 total_charge=0 lumo_ev=0.70 e_tot_ev=-17123.6220
C -2.470 -0.481 0.567 -0.24
C -1.264 -0.454 0.640 0.01
C 0.632 0.808 -0.859 -0.62
C 0.156 -0.332 0.657 0.10
O 0.674 0.044 1.831 -0.69
S 0.908 -1.865 -0.133 -0.09
H -3.441 -0.846 0.573 0.23
H 0.816 -0.053 -1.558 0.24
H -0.478 1.117 -1.054 0.22
H 1.304 1.600 -0.504 0.22
H 1.631 0.155 1.833 0.49
H 0.112 -2.847 0.036 0.12



12
Properties=species:S:1:pos:R:3:nbo_charge:R:1 method="wB97M-V/def2-TZVPD" homo_lumo_gap_ev="7.70 / 7.50" spin_multiplicity=3 total_charge=0 lumo_ev="0.77 / -1.08" s2=2.01 e_tot_ev=-17122.0059
C -1.199 0.745 -0.007 -0.16
C -2.481 0.556 -0.048 -0.53
C 0.571 -1.021 -0.143 -0.31
C 1.340 0.107 0.431 0.02
O 2.561 0.314 -0.142 -0.70
S 0.124 1.781 0.056 0.18
H -3.188 1.166 0.453 0.20
H -2.789 -0.329 -0.442 0.21
H 0.291 -1.915 0.512 0.20
H 0.680 -1.413 -1.206 0.19
H 1.352 0.137 1.570 0.21
H 2.738 -0.128 -1.035 0.49



13
Properties=species:S:1:pos:R:3:nbo_charge:R:1 method="wB97M-V/def2-TZVPD" homo_lumo_gap_ev=7.84 spin_multiplicity=1 total_charge=0 lumo_ev=-0.94 smiles="CC(=S)SCC=O" e_tot_ev=-27961.7382
C -1.292 -1.455 -0.864 -0.71
C -1.106 -0.291 0.076 -0.24
S -2.029 1.070 0.051 0.11
S 0.268 -0.403 1.280 0.22
C 1.602 0.610 0.551 -0.63
C 2.334 -0.053 -0.619 0.44
O 2.054 0.019 -1.775 -0.50
H -2.151 -2.031 -0.501 0.25
H -0.348 -2.065 -0.805 0.23
H -1.517 -1.118 -1.884 0.25
H 1.138 1.516 0.145 0.24
H 2.339 0.829 1.329 0.25
H 3.070 -0.813 -0.250 0.10



12
Properties=species:S:1:pos:R:3:nbo_charge:R:1 method="wB97M-V/def2-TZVPD" homo_lumo_gap_ev=6.88 spin_multiplicity=1 total_charge=+2 lumo_ev=-12.55 e_tot_ev=-54684.9652
O -0.547 1.556 -0.327 -0.97
Zn 1.130 1.987 -0.058 1.70
C -1.358 0.535 -0.325 0.05
C -0.719 -0.887 0.424 -0.66
H -2.267 0.598 0.295 0.24
H -1.475 -0.028 -1.316 0.20
H -1.143 -1.765 -0.075 0.39
H -1.057 -0.781 1.460 0.36
C 0.676 -0.587 0.203 0.70
C 1.910 -0.311 -0.013 -0.69
H 2.380 0.518 0.529 0.26
H 2.470 -0.834 -0.795 0.41



12
Properties=species:S:1:pos:R:3:nbo_charge:R:1 method="wB97M-V/def2-TZVPD" homo_lumo_gap_ev="7.26 / 7.25" spin_multiplicity=1 total_charge=0 lumo_ev="-0.62 / -0.62" e_tot_ev=-22818.2178
C -0.003 -1.042 -0.665 -0.47
C 0.424 0.951 0.707 -0.63
C -0.432 -2.263 -1.468 -0.72
C 0.301 2.261 1.383 -0.69
P 0.835 -0.540 1.458 0.58
P -0.212 0.588 -1.040 0.55
H -0.237 -3.234 -0.957 0.23
H 0.011 -2.394 -2.395 0.23
H -1.557 -2.106 -1.804 0.23
H 0.446 2.978 0.668 0.21
H 1.155 2.370 2.227 0.22
H -0.730 2.430 1.886 0.24



11
Properties=species:S:1:pos:R:3:nbo_charge:R:1 method="wB97M-V/def2-TZVPD" homo_lumo_gap_ev=8.27 spin_multiplicity=1 total_charge=0 lumo_ev=-0.35 e_tot_ev=-15076.9927
C 0.199 -1.297 0.838 -0.07
C 0.082 -0.162 0.148 -0.05
C -1.395 0.150 0.057 -0.52
C 1.141 0.642 -0.597 -0.66
S -2.119 -1.097 1.225 -0.01
H 0.913 -1.887 1.282 0.19
H -1.517 1.129 0.311 0.21
H -1.771 0.126 -0.938 0.22
H 1.509 0.286 -1.526 0.23
H 2.030 0.467 -0.027 0.23
H 0.928 1.644 -0.772 0.23



11
Properties=species:S:1:pos:R:3:nbo_charge:R:1 method="wB97M-V/def2-TZVPD" homo_lumo_gap_ev="6.77 / 6.77" spin_multiplicity=1 total_charge=0 lumo_ev="-1.06 / -1.06" e_tot_ev=-15076.4283
C -0.043 -0.554 -0.135 0.28
C 1.007 0.191 0.119 -0.21
C -0.866 -1.680 0.014 -0.76
C 0.911 1.661 -0.024 -0.65
S 2.465 -0.754 -0.010 -0.16
H -1.945 -1.507 -0.310 0.28
H -1.193 -2.041 1.087 0.24
H -0.621 -2.448 -0.721 0.29
H 1.851 2.167 -0.375 0.25
H 0.835 2.242 0.959 0.23
H 0.120 1.988 -0.614 0.22



11
Properties=species:S:1:pos:R:3:nbo_charge:R:1 method="wB97M-V/def2-TZVPD" homo_lumo_gap_ev=9.06 spin_multiplicity=1 total_charge=0 lumo_ev=0.90 e_tot_ev=-15077.1150
C -0.771 0.001 0.820 -0.22
C 0.307 -0.183 0.006 -0.18
C -1.757 -1.412 -0.074 -0.54
C 1.705 0.458 -0.080 -0.65
S -0.175 -1.546 -0.941 0.27
H -1.128 0.415 1.763 0.22
H -1.904 -2.020 0.752 0.22
H -2.467 -0.823 -0.469 0.21
H 2.136 0.871 0.764 0.23
H 1.670 1.124 -0.944 0.23
H 2.334 -0.355 -0.401 0.22



12
Properties=species:S:1:pos:R:3:nbo_charge:R:1 method="wB97M-V/def2-TZVPD" homo_lumo_gap_ev=8.24 spin_multiplicity=1 total_charge=0 lumo_ev=-0.11 e_tot_ev=-25912.2280
C -1.002 1.035 0.377 -0.62
C -0.842 -1.523 0.870 -0.54
C -0.456 -0.373 0.101 -0.06
C 0.691 -0.493 -0.870 -0.64
S -2.735 0.973 -0.107 -0.11
S -2.063 -1.258 -0.230 0.54
H -0.944 1.472 1.442 0.24
H -0.395 1.871 -0.191 0.23
H -1.011 -1.731 1.976 0.23
H 1.502 0.037 -0.277 0.23
H 0.236 -0.036 -1.769 0.24
H 1.116 -1.529 -0.964 0.24



12
Properties=species:S:1:pos:R:3:nbo_charge:R:1 method="wB97M-V/def2-TZVPD" homo_lumo_gap_ev=8.43 spin_multiplicity=1 total_charge=0 lumo_ev=0.11 smiles="C=C1S[C@@]1(C)S" e_tot_ev=-25913.2165
C 0.563 -1.539 -1.448 -0.41
C 0.698 -0.501 -0.712 -0.21
S 2.150 0.372 -0.265 0.02
C 0.026 0.530 0.060 -0.10
C -0.550 0.230 1.458 -0.66
S -0.772 1.840 -0.788 0.12
H 1.406 -2.042 -1.908 0.21
H -0.308 -2.045 -1.647 0.20
H -0.407 1.063 2.139 0.24
H -0.171 -0.821 1.609 0.25
H -1.691 0.294 1.315 0.23
H -0.944 2.619 0.186 0.10



14
Properties=species:S:1:pos:R:3:nbo_charge:R:1 method="wB97M-V/def2-TZVPD" homo_lumo_gap_ev="7.29 / 7.28" spin_multiplicity=1 total_charge=0 lumo_ev="-1.83 / -1.83" e_tot_ev=-9031.0919
B -0.748 1.659 -0.615 0.96
C -0.720 0.319 0.428 -0.26
C 0.205 -0.632 0.119 -0.18
C 0.955 -0.489 -1.035 0.08
C 0.597 -1.679 1.174 -0.62
O 0.283 1.906 -1.368 -0.87
O -1.968 2.305 -0.653 -0.90
H -1.269 0.325 1.387 0.21
H 2.019 -0.583 -0.966 0.20
H 0.405 -0.619 -1.867 0.21
H 0.980 -1.129 2.112 0.23
H 1.405 -2.225 0.785 0.21
H -0.323 -2.290 1.569 0.25
H -1.821 3.132 -1.068 0.48



15
Properties=species:S:1:pos:R:3:nbo_charge:R:1 method="wB97M-V/def2-TZVPD" homo_lumo_gap_ev=9.07 spin_multiplicity=1 total_charge=0 lumo_ev=-0.03 smiles="CC=C=CS.O=BO" e_tot_ev=-19867.3756
C -2.565 1.415 -0.167 -0.63
C -1.308 0.903 0.432 -0.24
C -0.856 -0.187 -0.126 0.07
C -0.229 -1.152 -0.666 -0.40
S -0.300 -2.967 -0.250 -0.07
H -2.677 2.466 -0.101 0.22
H -3.362 0.897 0.344 0.22
H -2.622 0.983 -1.190 0.22
H -0.980 1.231 1.386 0.22
H 0.427 -1.181 -1.598 0.24
H 0.666 -3.035 0.719 0.14
O 4.380 -0.510 -0.923 -0.84
B 3.645 -0.081 -0.124 1.21
O 2.817 0.301 0.783 -0.91
H 2.963 0.918 1.480 0.53



14
Properties=species:S:1:pos:R:3:mulliken_charge:R:1 method="wB97M-V/def2-TZVPD" homo_lumo_gap_ev=6.71 spin_multiplicity=1 total_charge=+1 lumo_ev=-3.98 e_tot_ev=-9041.4607
H -1.132 -0.926 3.218 -0.44
O 0.433 -1.526 1.685 -0.38
C 0.940 -1.278 0.613 -0.24
C 0.181 -0.783 -0.584 -0.34
C 0.591 0.636 -0.994 -0.47
C -0.533 1.597 -0.847 -0.06
O -1.221 1.692 0.158 -0.50
Ba -2.181 0.690 2.371 1.47
H 2.032 -1.436 0.470 0.37
H -0.895 -0.870 -0.389 0.26
H 0.427 -1.486 -1.401 0.30
H 0.829 0.651 -2.074 0.29
H 1.468 1.004 -0.447 0.40
H -0.940 2.034 -1.778 0.35